1.
Entry from the Open Molecules 2025 dataset: the ion C5H8NO with charge -1 in a non-equilibrium geometry (ωB97M-V/def2-TZVPD).

Element x y z (Å)
C -0.2245 1.6503 -0.3902
C 0.2786 0.5460 -1.0234
C -1.1468 1.3459 0.7206
C -0.3553 -0.7294 -0.5696
C 0.6116 -1.4716 0.2717
N -1.5999 -0.5504 0.3407
O -2.6521 -0.5878 -0.3498
H -0.2365 2.6086 -0.7966
H 1.2268 0.4060 -1.5492
H -0.5835 1.1507 1.7276
H -1.7838 2.2021 0.9476
H -0.5829 -1.4630 -1.3894
H 0.3475 -2.4649 0.7006
H 0.8113 -0.8287 1.0644
H 1.4787 -1.5514 -0.3987

Cartesian forces, eV/Å:
C -0.7 -2.7 0.4
C -0.5 0.2 0.8
C 2.1 -0.2 1.5
C -1.1 -1.1 0.2
C 1.0 -1.5 -0.5
N 0.8 1.3 -0.5
O -1.1 -0.5 -0.6
H 0.9 1.8 -0.6
H -0.4 0.7 -0.6
H -0.8 0.1 -1.8
H -0.8 -0.3 -0.1
H -0.5 1.1 0.2
H -0.2 0.6 -0.6
H 0.9 1.0 1.7
H 0.4 -0.4 0.6

## Properties
charge = -1
LUMO (alpha / beta) = 4.37 / 4.37 eV
orbital gap (alpha / beta) = 6.0035 / 6.0041 eV
relative energy (zero: lowest compared OMol25 entry of this formula, charge and spin) = 3.661 eV

Atomic partial charges in e from the Löwdin method, atoms 1 to 4:
1. C -0.195
2. C -0.121
3. C -0.147
4. C -0.444

2.
Entry from the Open Molecules 2025 dataset: a cluster of 2 separate species, CH3O2S in total in a non-equilibrium geometry (ωB97M-V/def2-TZVPD).

Element x y z (Å)
S 2.4932 0.4983 0.6288
H 1.8056 0.8855 1.7123
O -2.5328 -0.7868 -0.9398
C -1.4043 -0.3302 -0.7099
O -0.7767 -0.4292 0.3743
H -0.9387 0.4743 -1.4057
H 1.3536 -0.3119 0.3400

Cartesian forces, eV/Å:
S -1.4 -1.0 -0.1
H 0.2 0.2 0.1
O -0.2 -0.3 -1.1
C 0.1 1.6 1.7
O 0.7 -0.5 -0.6
H -0.4 -1.0 -0.1
H 1.0 0.9 0.1

## Properties
charge = -2
2S+1 = 2
⟨S²⟩ = 0.753
LUMO (alpha / beta) = 5.85 / 6.39 eV
orbital gap (alpha / beta) = 2.7130 / 8.3445 eV

Atomic partial charges in e from the Löwdin method, atoms 1 to 4:
1. S -0.468
2. H -0.267
3. O -0.159
4. C -0.770

3.
Entry from the Open Molecules 2025 dataset: a structure of composition C32H37ClLaN5O6S6Sb in a non-equilibrium geometry (ωB97M-V/def2-TZVPD).

Element x y z (Å)
La -0.8928 -0.2369 -0.7429
O -4.4539 0.4238 1.3300
Cl -3.8476 0.6126 0.0494
O -4.7824 1.1851 -0.8584
O -2.6838 1.4605 0.1780
O -3.3873 -0.6696 -0.4500
S 0.7177 -0.7104 -5.3891
Sb 0.8414 -1.7962 -3.3603
S 1.7224 -0.3090 -1.7380
S -1.3832 -2.3420 -2.5220
C 4.3521 -3.2281 3.0725
C 3.1469 -3.0606 2.1770
C 2.7738 -4.0700 1.2997
C 1.6467 -3.8872 0.4956
C 1.1908 -4.9651 -0.4556
C 0.9336 -2.7138 0.5786
C 1.2792 -1.6342 1.4379
C 2.4199 -1.8811 2.2500
N 0.5029 -0.5224 1.3870
C 0.7552 0.5984 2.2934
C 2.1211 1.2744 2.0291
C 2.3407 2.4498 2.9859
C 1.2762 3.5106 2.7009
C -0.1046 2.8985 2.9459
C -0.2128 2.4768 4.4123
C 0.8348 1.3995 4.6949
C 2.2342 1.9679 4.4371
C 0.5846 0.1996 3.7769
C -0.3175 1.6773 2.0409
H 4.8505 -4.1799 2.8796
H 4.0577 -3.2024 4.1250
H 5.0730 -2.4234 2.9093
H 3.3491 -4.9894 1.2395
H 1.8860 -5.8071 -0.4522
H 1.1202 -4.5784 -1.4749
H 0.1999 -5.3322 -0.1768
H 0.0429 -2.6146 -0.0350
H 2.7835 -1.1398 2.9445
H 2.1100 1.6334 0.9993
H 2.9414 0.5637 2.1084
H 3.3372 2.8757 2.8171
H 1.3531 3.8329 1.6611
H 1.4186 4.3860 3.3480
H -0.8789 3.6390 2.7196
H -1.2130 2.0811 4.6169
H -0.0560 3.3445 5.0656
H 0.7584 1.0795 5.7420
H 2.9889 1.1958 4.6277
H 2.4320 2.7996 5.1253
H -0.4415 -0.1624 3.9016
H 1.2405 -0.6251 4.0491
H -0.2767 2.0115 0.9985
H -1.3081 1.2537 2.2305
S -2.2697 -2.5748 1.8707
C -3.5931 -3.1153 1.0124
N -3.4261 -3.7362 -0.1959
C -4.4384 -4.1897 -0.9621
C -5.7264 -4.1090 -0.5375
C -5.9751 -3.4606 0.6969
C -4.9460 -2.9752 1.4437
H -2.4969 -3.6800 -0.6238
H -4.1527 -4.6050 -1.9189
H -6.5302 -4.4982 -1.1447
H -6.9986 -3.3180 1.0234
H -5.1099 -2.4241 2.3569
N 3.4951 2.2630 -6.7154
C 2.7665 2.5345 -5.5488
C 1.5161 3.1452 -5.6296
C 0.7854 3.3937 -4.4842
C 1.3003 3.0300 -3.2467
C 2.5640 2.4706 -3.1504
C 3.2989 2.2386 -4.2970
S 0.2645 3.1302 -1.8050
O 1.1097 2.9628 -0.6502
O -0.4982 4.3559 -1.8855
N -0.6800 1.8252 -1.8804
C -1.8021 1.7933 -2.6252
S -2.6155 3.1576 -3.3863
C -3.7718 2.0538 -4.0606
C -3.5177 0.8050 -3.6299
N -2.4223 0.6582 -2.8228
H 2.8968 2.1105 -7.5128
H 4.1219 1.4805 -6.6020
H 1.1031 3.3794 -6.6049
H -0.1861 3.8584 -4.5388
H 2.9451 2.1957 -2.1787
H 4.2730 1.7679 -4.2270
H -4.5683 2.4047 -4.6955
H -4.0923 -0.0780 -3.8700

Cartesian forces, eV/Å:
La 0.3 -1.0 1.9
O 0.0 0.0 0.1
Cl -1.8 0.1 0.7
O -0.1 0.1 -0.2
O 0.5 0.3 0.0
O -0.2 -0.5 -0.3
S 0.0 -0.2 0.0
Sb -0.2 0.4 0.1
S 0.5 -0.8 -0.7
S 0.6 -0.7 -0.6
C -0.1 0.0 -0.1
C 0.0 -0.1 0.0
C 0.1 0.0 0.1
C -0.1 0.0 -0.1
C 0.1 0.1 0.0
C 0.0 0.1 0.1
C 0.0 -0.2 0.2
C 0.0 0.0 0.0
N -0.1 0.3 0.0
C 0.0 -0.2 0.0
C -0.1 0.0 0.1
C 0.1 0.0 0.0
C 0.0 -0.1 0.0
C -0.2 0.1 0.0
C 0.0 0.0 0.0
C 0.0 0.0 0.1
C 0.0 0.0 0.0
C 0.0 0.1 0.0
C 0.2 -0.1 0.1
H 0.0 0.0 0.0
H 0.0 0.0 0.0
H 0.0 0.0 0.0
H 0.0 0.0 0.0
H 0.0 0.0 0.0
H 0.0 0.0 0.0
H 0.0 0.0 0.0
H 0.1 -0.3 0.0
H 0.0 0.0 0.0
H 0.0 0.0 0.0
H 0.0 0.0 0.0
H 0.0 0.0 0.0
H 0.0 0.0 0.0
H 0.0 0.0 0.0
H 0.0 0.0 0.0
H 0.0 0.0 0.0
H 0.0 0.0 0.0
H 0.0 0.0 0.0
H 0.0 0.0 0.0
H 0.0 0.0 0.0
H 0.0 0.0 0.0
H 0.0 0.0 0.0
H 0.0 0.0 0.1
H 0.0 0.0 0.0
S 0.0 0.0 0.0
C 0.4 0.0 0.4
N 0.1 0.3 -0.3
C -0.2 -0.1 -0.1
C 0.0 -0.1 -0.1
C 0.1 0.1 0.1
C -0.3 -0.1 -0.1
H -0.1 0.0 0.2
H 0.0 0.0 0.0
H 0.0 0.0 0.0
H 0.0 0.0 0.1
H 0.0 0.0 0.0
N 0.1 0.0 0.0
C 0.0 0.1 0.1
C 0.0 0.0 -0.1
C 0.1 0.0 0.1
C -0.3 0.1 0.2
C 0.0 0.0 0.0
C 0.0 0.0 -0.1
S 0.2 0.0 0.0
O 0.1 -0.1 -0.1
O -0.1 -0.1 -0.3
N 0.4 1.9 -0.3
C -0.7 0.7 -0.9
S -0.1 -0.1 0.0
C 0.1 0.2 0.1
C 0.0 -0.3 0.0
N 0.4 0.4 -0.1
H 0.0 -0.1 0.0
H 0.0 0.0 0.0
H 0.0 0.0 0.0
H -0.1 0.0 -0.1
H 0.0 0.0 0.0
H 0.0 0.0 0.0
H 0.0 -0.1 0.0
H 0.0 0.0 0.0

## Properties
charge = -2
2S+1 = 2
⟨S²⟩ = 0.764
LUMO (alpha / beta) = 4.18 / 3.08 eV
orbital gap (alpha / beta) = 5.7645 / 4.6687 eV
relative energy (zero: lowest compared OMol25 entry of this formula, charge and spin) = 0.000 eV

Atomic partial charges in e from the Löwdin method, atoms 1 to 4:
1. La 1.473
2. O -0.314
3. Cl 0.642
4. O -0.297

4.
Entry from the Open Molecules 2025 dataset: a structure of composition C30H66FN3O6Zr in a non-equilibrium geometry (ωB97M-V/def2-TZVPD).

Element x y z (Å)
Zr -1.1051 -0.0861 -0.6808
C -1.9438 2.5333 2.9924
C -0.4226 2.4298 3.0874
C -0.1029 2.6370 4.6273
C 1.3321 2.2651 5.0134
C 1.5811 0.7874 4.7169
C 1.2938 0.4680 3.2120
N 0.0126 1.0541 2.6544
O -0.2081 0.7657 1.2867
C 1.2256 -1.1013 3.2070
C 2.5934 0.8635 2.4498
C 0.2514 3.5184 2.2844
H -2.4428 1.6882 3.4667
H -2.2847 2.5302 1.9571
H -2.3391 3.4161 3.4949
H -0.6629 1.9616 5.2740
H -0.1948 3.6829 4.9200
H 1.4126 2.3975 6.0923
H 2.1110 2.8015 4.4715
H 1.1579 0.0850 5.4349
H 2.6288 0.6481 4.9833
H 0.3255 -1.5629 3.6131
H 1.9878 -1.5176 3.8657
H 1.4424 -1.4901 2.2120
H 2.4310 0.7466 1.3783
H 3.4652 0.2583 2.6984
H 2.8616 1.9159 2.5420
H 1.3035 3.2536 2.1798
H 0.2528 4.5206 2.7131
H -0.0990 3.4558 1.2542
C -1.5584 -4.4360 -2.2997
C -2.7153 -4.3201 -1.3003
C -3.2478 -5.7907 -0.9093
C -2.3712 -6.4381 0.1184
C -2.3091 -5.5455 1.3687
C -1.7094 -4.1464 1.1560
N -2.3856 -3.5404 -0.0722
O -1.9293 -2.1802 -0.3790
C -0.1957 -4.2648 1.0113
C -2.0692 -3.3321 2.4255
C -3.9791 -3.7444 -2.0268
H -1.1750 -3.4683 -2.6233
H -1.7317 -5.0569 -3.1787
H -0.7052 -4.8619 -1.7718
H -3.2055 -6.4190 -1.7990
H -4.2621 -5.7046 -0.5197
H -1.3410 -6.6173 -0.1894
H -2.7884 -7.4084 0.3874
H -1.8157 -6.1458 2.1330
H -3.3447 -5.4644 1.6990
H 0.3004 -4.7836 1.8315
H 0.1906 -3.2484 1.0876
H 0.0656 -4.7920 0.0937
H -1.7307 -3.9004 3.2918
H -3.1222 -3.1050 2.5921
H -1.5453 -2.3845 2.5502
H -4.9019 -3.8785 -1.4622
H -4.0929 -4.2026 -3.0092
H -4.0337 -2.6822 -2.2653
C 1.5523 3.0538 -3.6161
C 1.2450 3.3186 -2.0466
C 1.8225 4.6847 -1.5926
C 1.0804 5.9814 -2.0455
C -0.3802 5.8614 -1.5309
C -1.0079 4.4759 -1.8976
N -0.1460 3.3105 -1.5863
O -0.7766 2.0111 -1.6619
C -1.4188 4.5955 -3.4396
C -2.2967 4.4329 -1.0214
C 2.0933 2.3295 -1.2190
H 0.8298 2.3200 -3.9732
H 2.4734 2.4881 -3.7554
H 1.5195 3.9187 -4.2787
H 2.7953 4.8251 -2.0637
H 1.9135 4.6641 -0.5066
H 1.2244 6.0094 -3.1256
H 1.6702 6.8180 -1.6709
H -0.9266 6.6719 -2.0132
H -0.3779 6.0894 -0.4650
H -0.5660 4.6931 -4.1115
H -2.1843 5.3577 -3.5848
H -1.8907 3.6789 -3.7936
H -2.0402 4.3863 0.0370
H -2.9662 3.6054 -1.2561
H -2.9296 5.3048 -1.1864
H 1.7826 2.3036 -0.1746
H 3.1391 2.6360 -1.2013
H 1.9439 1.3117 -1.5795
F 0.7905 -1.1242 -0.6483
C 0.3776 -0.6192 -3.5825
O -0.8399 -0.7671 -2.8676
H 0.1745 -0.1867 -4.5622
H 1.1480 0.0134 -3.1417
H 0.7678 -1.6270 -3.7246
H -1.3780 -1.1057 -3.5870
C 2.8036 -3.9812 -1.6965
O 1.6495 -3.3665 -2.2067
H 2.6897 -4.9902 -2.0928
H 3.7244 -3.4698 -1.9768
H 2.7013 -4.1758 -0.6289
H 1.3870 -2.7456 -1.5231
C 4.0561 -0.8820 -0.6489
O 3.4417 -1.7713 0.2634
H 3.8362 0.1573 -0.4047
H 5.1391 -0.9961 -0.6008
H 3.6731 -1.0760 -1.6508
H 2.5253 -1.4873 0.2991

Cartesian forces, eV/Å:
Zr 4.9 -0.9 2.9
C -0.4 -0.4 -0.4
C -0.1 -0.2 1.3
C 1.6 -0.7 -0.7
C -0.5 -1.0 0.0
C -0.1 1.0 -0.1
C 0.8 -1.4 0.4
N 0.0 -0.4 1.3
O -1.4 -0.7 -1.9
C 0.2 0.3 -0.5
C -0.7 0.3 -0.9
C 1.0 -0.5 -0.7
H 0.2 -0.2 0.1
H 0.0 0.2 -0.1
H 0.2 0.2 -0.1
H -0.8 0.3 -0.2
H -0.8 0.0 -0.3
H 0.4 0.4 0.0
H -0.1 0.5 0.2
H -1.1 0.2 -0.2
H 0.4 -0.3 -0.8
H -0.4 0.5 -0.3
H 0.4 0.3 -0.1
H -0.3 -0.1 -0.1
H -0.1 -0.2 -0.1
H -0.2 -0.1 0.3
H 0.0 0.0 0.4
H 0.2 0.1 0.2
H -0.6 0.0 -0.1
H -0.3 0.5 -0.1
C 0.8 0.1 0.7
C -1.4 -0.5 -0.5
C 1.5 1.2 -0.2
C 0.4 0.4 1.0
C -1.0 -0.9 -0.6
C -0.6 0.0 -0.2
N -0.2 1.0 0.3
O 0.4 1.6 -0.2
C 0.1 0.6 0.2
C 0.5 0.2 0.2
C 0.1 0.7 0.0
H -0.3 0.2 0.0
H -0.4 0.0 0.1
H 0.1 -0.2 -0.2
H -0.4 0.3 -0.3
H 0.0 -0.1 -0.1
H 0.0 -0.1 -0.5
H 0.0 -0.1 0.1
H 0.4 0.6 0.3
H -0.2 0.3 0.2
H -0.4 -0.3 0.2
H 0.3 0.0 -0.7
H 0.2 0.4 0.0
H 0.0 -0.3 0.0
H -0.1 -0.3 -0.5
H 0.1 0.1 -0.6
H 0.1 -0.4 0.2
H 0.0 -0.5 0.1
H 0.8 0.3 0.2
C -0.9 -0.7 1.2
C 0.9 0.6 -0.4
C -0.2 1.1 -0.9
C 0.1 -2.0 0.7
C 1.7 0.2 -1.0
C -1.5 0.5 -1.0
N 0.2 -0.1 0.9
O -0.5 -1.8 0.4
C -0.1 -1.1 0.9
C 0.0 -0.5 -0.5
C -0.9 -0.4 0.0
H -0.5 0.2 -0.1
H 0.4 0.5 0.3
H 0.1 0.1 0.2
H 0.4 -0.6 0.4
H 0.1 0.0 0.0
H -0.7 0.2 -0.2
H -0.4 0.2 0.3
H -0.6 -0.3 0.0
H -0.1 -0.4 0.2
H 0.0 0.6 0.2
H 0.3 0.3 0.0
H -0.1 -0.3 0.3
H 0.1 0.0 0.0
H 0.3 -0.3 0.0
H 0.3 0.3 -0.1
H -0.3 0.2 0.0
H 0.1 -0.2 -0.4
H 0.4 -0.1 -0.1
F -2.1 1.5 -0.4
C 1.7 -0.3 -1.2
O -0.5 0.6 0.3
H -0.2 0.1 0.0
H -0.5 -0.1 0.6
H 0.3 0.1 0.1
H -1.0 -0.3 0.7
C -0.7 -1.7 -0.1
O -0.3 0.9 0.1
H 1.0 -0.2 -0.4
H 0.0 -0.2 0.2
H 0.4 0.6 0.2
H -0.5 0.6 0.0
C -0.1 0.1 0.1
O 0.4 0.1 0.2
H 0.0 0.2 0.1
H -0.1 -0.2 -0.1
H 0.2 0.0 -0.3
H -0.4 -0.1 0.1

## Properties
LUMO = -1.05 eV
orbital gap = 6.0839 eV
relative energy (zero: lowest compared OMol25 entry of this formula, charge and spin) = 4.812 eV

Atomic partial charges in e from the Löwdin method, atoms 1 to 4:
1. Zr 2.059
2. C -0.050
3. C -0.487
4. C -0.125